Below is C4H3N3O in the gas phase at a distorted geometry, with properties calculated with ωB97M-V with the def2-TZVPD basis set.

Element x y z (Å)
1 O -0.23 -2.61 1.28
2 N -0.88 0.99 0.18
3 N 0.06 0.92 1.04
4 N 1.52 0.75 -2.51
5 C -0.64 1.17 -1.04
6 C 0.55 0.93 -1.92
7 C 0.36 -0.26 1.49
8 C -0.46 -1.43 1.10
9 H 1.12 -0.33 2.33
10 H -1.67 1.17 -1.58
11 H -1.27 -1.01 0.42

## Properties
Energy above the lowest of the compared OMol25 structures with the same formula, charge and spin in kJ/mol: 296.8
Highest occupied orbital energy in eV: -10.13
LUMO energy in Ha: -0.0381
Kohn-Sham gap in eV: 9.090
Spin multiplicity: 1
Strongest force on any atom in eV/A: 4.86